1.
The following is a quantum chemistry calculation of 3 unconnected molecules or ions with the total composition C2H2OS2 at a distorted geometry, from the OMol25 dataset.

Its energy above the lowest of the compared OMol25 structures with the same formula, charge and spin is 2.466 eV. The value obtained for the electronic energy is -948.91439 hartree. As for the LUMO energy: -0.03030 hartree. Its spin multiplicity is 1.

Cartesian coordinates (Å):
1 S 2.64767 1.95384 -0.09992
2 S 2.30476 -0.93752 1.42118
3 O -1.28308 1.29327 -0.68943
4 C -0.56453 1.42595 0.21479
5 C 2.52505 0.44784 0.71152
6 H 0.29920 0.42129 0.88051
7 H -0.71595 2.32379 0.88295

***

2.
The following is a quantum chemistry calculation of a molecular structure, C25H47Br2NO3PrSi2 at a distorted geometry, from the OMol25 dataset.

Its energy above the lowest of the compared OMol25 structures with the same formula, charge and spin is 0.000 eV. The expectation value of S² is 2.01. The value obtained for the electronic energy is -7505.06694 hartree. Its total charge is +1. As for the LUMO energy (spin up / spin down): -0.10460 / -0.10382 hartree. Its spin multiplicity is 3.

Cartesian coordinates (Å):
1 Pr -0.45642 -0.53410 0.69002
2 Br 2.01760 -3.94351 3.90587
3 Br -0.03826 -0.82646 8.20478
4 Si -3.62967 -0.18642 1.22801
5 Si 3.73713 0.67856 0.21334
6 O 1.68024 1.34831 -3.53057
7 O 0.56322 -1.80074 2.26635
8 O -1.14742 -1.44136 -1.32621
9 N -0.37407 0.63146 3.05257
10 C -1.77501 -1.16103 -3.73460
11 C -0.89906 1.13858 5.77544
12 C 3.31028 0.15883 1.98750
13 C -5.07897 -0.53809 0.08107
14 C -0.46454 2.26208 -4.51183
15 C 0.57088 -1.53142 3.54770
16 C -0.23580 -0.04204 5.42319
17 C 2.54816 0.89507 -4.65806
18 C 5.18715 -0.40853 -0.33867
19 C -2.40172 -1.58594 1.28393
20 C -4.28386 0.08113 2.95256
21 C 0.00631 -0.27357 4.02118
22 C 4.21105 2.51412 0.33175
23 C -1.18064 2.07653 4.81184
24 C -0.89097 1.81099 3.46580
25 C -0.22515 -2.57973 -1.80760
26 C 1.07461 -2.43613 4.51889
27 C -2.02465 -0.79294 -2.28288
28 C 0.65957 2.43453 -3.51550
29 C -2.85255 1.42403 0.62007
30 C -0.86580 -3.91678 -1.60622
31 C 1.97413 1.16177 -6.00378
32 C 0.21492 -1.03595 6.32293
33 C 0.86519 -2.18893 5.87909
34 C 2.34248 0.72775 -1.21349
35 H 2.71947 -0.15538 -4.48065
36 H 6.13976 -0.07924 0.08395
37 H 0.24469 2.36093 -2.49511
38 H -2.53835 -0.73594 -4.39056
39 H -3.52373 0.48181 3.63452
40 H 0.68894 -2.46366 -1.20152
41 H -5.93746 0.10471 0.33339
42 H 0.02526 -2.35752 -2.84644
43 H -2.22893 -1.94259 2.31735
44 H -1.10703 1.40918 -4.26181
45 H -3.32083 2.21731 1.22334
46 H -1.78751 -4.04156 -2.16832
47 H -3.02570 -1.02599 -1.93704
48 H -1.15367 1.29728 6.80461
49 H 1.94057 -0.34659 -1.27114
50 H 2.62237 0.85449 2.48304
51 H 1.22070 -2.92359 6.58813
52 H 5.27842 2.67347 0.16401
53 H 1.08358 0.55507 -6.18866
54 H -1.64469 3.02812 5.04546
55 H 1.44928 1.26404 -0.69524
56 H -2.74825 -2.43276 0.67131
57 H -0.09678 2.10803 -5.53189
58 H 3.95619 2.94946 1.30552
59 H -3.14842 1.60456 -0.42187
60 H 3.66015 3.06508 -0.43493
61 H -0.82342 -0.75162 -4.09862
62 H -5.14461 0.76337 2.93947
63 H 5.02303 -1.44747 -0.04407
64 H -1.08942 3.15560 -4.49990
65 H -5.41240 -1.58001 0.19399
66 H -0.14165 -4.66555 -1.94868
67 H -1.76235 1.60285 0.70728
68 H -1.07715 2.55228 2.66771
69 H -1.90594 0.28919 -2.16132
70 H 4.21565 0.15403 2.61300
71 H 2.25501 1.21361 -2.40768
72 H 2.71243 0.88434 -6.74454
73 H 5.25964 -0.34233 -1.41841
74 H -4.84367 -0.35900 -0.97740
75 H 2.91357 -0.85151 2.14371
76 H -1.09414 -4.06628 -0.55234
77 H 1.73853 2.21412 -6.15499
78 H -1.79392 -2.25243 -3.83236
79 H -4.64353 -0.87701 3.35297
80 H 3.50276 1.41213 -4.51702
81 H 1.20522 3.36282 -3.64467

***

3.
The following is a quantum chemistry calculation of a molecular structure, C18H23Cl39O7S at a distorted geometry, from the OMol25 dataset.

The value obtained for the electronic energy is -19571.79456 hartree. As for the LUMO energy: -0.00115 hartree. Its spin multiplicity is 1.

Cartesian coordinates (Å):
1 Cl -4.70036 1.56452 -2.29699
2 Cl 0.29389 3.47885 0.33980
3 Cl 6.26586 3.17335 -8.84286
4 Cl 5.35027 -3.07293 -1.92468
5 Cl 6.50919 7.57884 -7.02149
6 Cl 3.45007 -0.94399 -1.47589
7 Cl -5.34381 -0.93613 7.73825
8 Cl 0.23257 -6.47619 -1.37543
9 Cl 2.17159 -4.32240 -1.23104
10 Cl -3.12863 4.91319 -1.72730
11 Cl 2.87991 -6.82597 -2.51544
12 Cl 4.63814 2.42502 -4.97981
13 Cl 6.17800 6.73271 0.52387
14 Cl 6.08338 -6.79385 2.62633
15 Cl -5.09743 -1.12762 -3.31832
16 Cl 3.87837 8.44991 0.08295
17 Cl 6.44052 4.82909 -6.09731
18 Cl -4.24446 -3.37163 11.90956
19 Cl 0.78948 -7.83788 2.98171
20 Cl 4.62636 -1.24440 -4.08011
21 Cl -2.76500 -1.50499 10.24932
22 Cl -7.85202 -1.99501 6.73087
23 Cl 5.53574 -6.72902 -0.22412
24 Cl -4.93417 6.41635 0.00594
25 Cl -4.20611 -0.54822 12.58099
26 Cl 7.71129 -8.35439 0.79906
27 Cl -2.39284 5.40827 0.98771
28 Cl 2.68806 -8.34235 0.84254
29 Cl 3.13817 4.06006 -0.38892
30 Cl 1.22149 6.18333 -0.01831
31 Cl -7.64742 0.80788 7.45399
32 Cl 3.59489 4.91795 -3.92581
33 Cl -3.54228 0.79146 -4.84224
34 Cl 2.20302 2.45458 -3.24589
35 Cl 5.10291 0.57592 -8.26020
36 Cl 8.71984 5.79346 -7.62193
37 Cl 3.33082 -9.10322 3.57683
38 Cl 5.66482 7.82061 -2.12056
39 Cl 7.81213 1.18184 -7.41195
40 S -6.53417 -1.59035 2.25537
41 O -4.37307 1.90572 0.59399
42 O -6.80124 -0.53442 1.10995
43 O -2.96081 2.04969 0.78153
44 O -7.60424 -2.47603 2.44053
45 O -2.57489 -0.76694 0.67707
46 O -5.27249 -2.36481 1.62910
47 O -6.02126 -1.03622 3.45647
48 C 4.88604 -1.42542 -2.35628
49 C -6.79518 -0.58927 6.79158
50 C 1.68252 4.56766 0.51579
51 C -4.85288 -1.57554 0.50504
52 C -4.18641 -1.72876 11.27117
53 C -4.90278 0.57788 -3.74527
54 C 6.58497 1.45176 -8.65206
55 C -5.46942 -0.23616 0.52936
56 C -4.83812 0.84336 1.41638
57 C -3.74922 5.11139 -0.10299
58 C -2.33521 -1.02629 2.05699
59 C 3.16693 3.29864 -4.48567
60 C 2.04603 -8.92362 2.38762
61 C -3.43874 -1.70441 0.08373
62 C 6.78739 -6.86854 1.01281
63 C 1.94059 -6.06735 -1.22936
64 C 7.47099 6.21505 -6.44644
65 C 4.93549 7.23052 -0.62482
66 H -5.62087 1.24603 2.04087
67 H 1.94268 4.60740 1.56403
68 H 6.96219 1.06940 -9.58950
69 H -5.65961 0.21618 -0.42643
70 H -5.38530 -2.07272 -0.30715
71 H -3.37474 -1.59092 -0.98636
72 H -6.49103 -0.35558 5.77996
73 H -3.15485 -1.53884 2.54334
74 H 5.69191 -0.76339 -2.07331
75 H 7.96022 6.51222 -5.52986
76 H 2.29810 -6.45085 -0.27802
77 H 2.53732 3.39307 -5.35889
78 H -1.42938 -1.58200 2.21621
79 H 4.33293 6.36464 -0.86393
80 H -5.06577 -1.57183 10.66157
81 H -2.21461 -0.07176 2.54805
82 H -5.80139 0.89970 -4.25224
83 H 1.60389 -9.89532 2.22010
84 H 7.46241 -6.03204 0.90202
85 H -4.23555 4.18664 0.17486
86 H -2.57718 1.29991 0.29395
87 H -3.14791 -2.71510 0.28280
88 H -4.08052 0.48063 2.08322

***

4.
The following is a quantum chemistry calculation of 3 unconnected molecules or ions with the total composition C3H13NO3S at a distorted geometry, from the OMol25 dataset.

The SMILES is OCNCCS.O.O. Its energy above the lowest of the compared OMol25 structures with the same formula, charge and spin is 1.358 eV. The value obtained for the electronic energy is -800.71703 hartree. As for the LUMO energy: 0.01633 hartree. Its spin multiplicity is 1.

Cartesian coordinates (Å):
1 S 0.19929 -1.92693 -0.14338
2 O 2.37168 2.47718 -1.38687
3 O -1.57781 2.38311 -0.71157
4 O -5.46728 -4.95991 0.46515
5 N 1.26465 1.82843 0.55296
6 C 0.34846 -0.41941 0.78579
7 C 1.63068 0.38701 0.66337
8 C 2.29551 2.67862 0.04295
9 H 3.29569 2.56624 0.46610
10 H -4.60882 -5.30724 0.18437
11 H 0.05561 -0.41295 1.83287
12 H -1.53560 2.35746 0.23964
13 H -2.33567 1.77515 -0.83273
14 H 0.46434 2.04560 -0.01001
15 H -0.44096 0.15187 0.28322
16 H -5.40213 -4.07786 0.08586
17 H 2.00583 3.71177 0.27065
18 H 0.64503 -2.84610 0.74676
19 H 2.25890 0.22783 -0.21236
20 H 2.25921 0.31491 1.54952
21 H 2.97113 3.15554 -1.73028

***

5.
The following is a quantum chemistry calculation of a molecular structure, C43H43MnN3OP2S, from the OMol25 dataset.

The expectation value of S² is 4.13. The value obtained for the electronic energy is -4135.31922 hartree. Its total charge is +2. As for the LUMO energy (spin up / spin down): -0.28465 / -0.22721 hartree. Its spin multiplicity is 4.

Cartesian coordinates (Å):
1 Mn 0.01594 -0.23522 -0.02131
2 S -1.30473 0.83668 1.46082
3 P 0.74474 -2.30540 1.08725
4 P 2.11108 0.00090 1.04080
5 O -1.43558 -1.10446 -0.77192
6 N -3.65650 1.82855 0.70990
7 N 2.24751 -1.62553 1.46206
8 N -3.41735 -0.35754 0.13050
9 C -6.05583 1.32884 1.09975
10 C 5.97603 0.78353 0.16168
11 C 0.15268 -3.78819 4.82257
12 C 4.78584 0.77322 -1.93313
13 C -3.30459 3.09582 1.37974
14 C 0.89654 -5.81365 -1.02523
15 C -5.02071 -4.20359 -0.49867
16 C -2.89874 0.76154 0.66634
17 C -4.28054 -5.11514 -1.24451
18 C -2.50803 -3.51217 -1.48281
19 C 2.47596 3.08820 3.65561
20 C 1.02493 -3.57291 -0.16054
21 C 3.48767 -2.35084 1.77652
22 C -3.25059 -2.59550 -0.73783
23 C 0.22666 1.18944 -2.24745
24 C -1.13178 -4.30361 4.72490
25 C 4.79098 0.55700 0.84076
26 C -5.01281 1.80523 0.10532
27 C 1.56167 -3.14554 -1.37813
28 C 1.33402 0.54843 3.61732
29 C 0.72708 3.79106 -1.41899
30 C 2.04123 1.01902 2.50709
31 C 0.69211 -4.91126 0.01320
32 C 0.03699 -3.08748 2.52694
33 C -2.85267 4.15023 0.38244
34 C -2.68412 -1.27106 -0.43008
35 C 1.21871 1.34261 4.74592
36 C 3.59548 0.54341 -1.25937
37 C 1.79170 2.60881 4.76410
38 C 2.60195 2.29756 2.52317
39 C 0.41355 1.48603 -0.90756
40 C 0.50030 3.51774 -2.76591
41 C -1.26209 -3.59502 2.43343
42 C 3.58927 0.43996 0.13156
43 C 0.73969 -3.17214 3.72603
44 C -4.51103 -2.94197 -0.24957
45 C 0.66472 2.77743 -0.47356
46 C 1.76864 -4.04321 -2.40918
47 C 1.42908 -5.38231 -2.22956
48 C 5.97168 0.89416 -1.22339
49 C 0.24029 2.22230 -3.18494
50 C -1.84171 -4.20548 3.53332
51 C -3.02868 -4.77056 -1.73837
52 H 1.70562 3.22530 5.64925
53 H 0.79139 3.00286 0.57850
54 H 0.27836 -5.25780 0.95138
55 H 1.73755 -2.76079 3.81216
56 H 4.80439 0.47577 1.92110
57 H 2.19288 -3.70914 -3.34672
58 H -7.04373 1.38302 0.64335
59 H 0.92936 4.80596 -1.10042
60 H -5.21076 2.82394 -0.22260
61 H 0.02740 0.17679 -2.59452
62 H 0.06052 2.00454 -4.22924
63 H -4.19660 3.40588 1.92389
64 H 0.68357 0.97466 5.61117
65 H 4.22865 -2.18108 0.99614
66 H 6.89902 1.07716 -1.74999
67 H -6.07018 1.94854 1.99706
68 H 0.64270 -6.85624 -0.88730
69 H -2.07106 3.75377 -0.26822
70 H -5.86565 0.29601 1.39005
71 H -5.07898 -2.21836 0.31934
72 H 0.51777 4.32312 -3.48808
73 H -2.44522 5.00490 0.92251
74 H 0.70083 -3.86576 5.75194
75 H 4.78584 0.86369 -3.01110
76 H -4.98428 1.16808 -0.77243
77 H 0.88168 -0.43685 3.61467
78 H 3.13524 2.67645 1.66091
79 H -2.52967 2.91083 2.11535
80 H -1.81891 -3.52563 1.50335
81 H -1.58295 -4.78317 5.58345
82 H 6.90238 0.87692 0.71260
83 H -2.84502 -4.60408 3.46393
84 H 3.26861 -3.41684 1.81970
85 H -1.53268 -3.23669 -1.85976
86 H 2.67561 0.46996 -1.82295
87 H 1.84503 -2.10422 -1.52378
88 H -4.68647 -6.09796 -1.44666
89 H -5.99662 -4.47628 -0.12018
90 H 3.89888 -2.03798 2.73713
91 H -3.67066 4.51217 -0.23906
92 H -2.46179 -5.48031 -2.32624
93 H 2.91873 4.07498 3.67426
94 H 1.58857 -6.08828 -3.03399